ORCA calculation (wB97M-V/def2-TZVPD) on C56H58N7O3PS2V as an isolated structure in a non-equilibrium geometry.

Geometry as ORCA input:
```
! RIJCOSX wB97M-V def2-TZVPD def2/J DEFGRID3
* xyz -1 3
V -0.055 -0.376 -1.108
C 3.216 -1.345 -2.972
C 3.954 -1.044 -1.661
C 3.028 -0.645 -0.481
N 1.714 -1.258 -0.529
C 1.625 -2.561 -0.328
C 2.699 -3.362 0.119
C 2.820 -4.732 0.273
C 1.926 -5.746 -0.030
C 0.591 -5.571 -0.363
C -0.155 -4.410 -0.419
C 0.227 -3.055 -0.350
N -0.656 -2.066 -0.296
C -1.948 -2.279 0.375
C -3.153 -1.888 -0.472
C -2.960 -0.468 -1.012
N -1.934 -0.439 -2.046
C -2.291 -0.801 -3.287
C -3.598 -1.068 -3.684
C -4.161 -1.261 -4.979
C -3.592 -1.457 -6.197
C -2.181 -1.572 -6.455
C -1.154 -1.312 -5.634
C -1.112 -0.673 -4.276
N 0.765 0.557 -2.478
C 2.099 0.966 -2.959
C 2.852 -0.094 -3.763
H 2.304 -1.896 -2.754
H 3.838 -1.992 -3.595
H 4.676 -0.236 -1.820
H 4.519 -1.933 -1.377
H 2.871 0.431 -0.474
H 3.529 -0.885 0.464
H 3.571 -2.808 0.438
H 3.780 -5.057 0.665
H 2.287 -6.765 0.041
H 0.032 -6.481 -0.552
H -1.210 -4.554 -0.618
H -1.933 -1.647 1.271
H -2.046 -3.304 0.734
H -4.052 -1.951 0.147
H -3.265 -2.572 -1.319
H -2.630 0.172 -0.194
H -3.904 -0.051 -1.376
H -4.347 -1.044 -2.904
H -5.248 -1.272 -4.975
H -4.255 -1.598 -7.044
H -1.921 -1.958 -7.438
H -0.158 -1.527 -6.016
H 2.730 1.307 -2.135
H 1.977 1.827 -3.617
H 3.766 0.370 -4.153
H 2.235 -0.373 -4.626
C -2.859 4.344 -0.451
O -1.813 5.210 -0.903
C -0.967 5.692 0.048
C -0.953 7.072 0.224
C -0.127 7.679 1.151
C 0.684 6.884 1.950
C 0.690 5.514 1.771
C -0.095 4.888 0.797
N 0.016 3.489 0.723
C -0.042 2.589 -0.319
N 0.144 3.143 -1.557
C -0.332 2.663 -2.815
C -0.209 1.330 -3.158
C -0.906 0.831 -4.270
C -1.544 1.709 -5.115
C -1.460 3.087 -4.900
C -0.875 3.564 -3.740
O -0.737 4.887 -3.434
C -0.948 5.810 -4.479
N -0.126 1.302 -0.025
C -0.303 1.005 1.393
C 0.913 0.592 2.207
C 0.923 1.270 3.544
C -0.227 1.539 4.159
C -1.557 1.236 3.531
C -1.443 1.293 2.052
O -2.481 1.774 1.335
C -3.780 1.799 1.935
H -3.390 4.025 -1.345
H -3.542 4.888 0.208
H -2.480 3.469 0.069
H -1.636 7.655 -0.383
H -0.125 8.756 1.258
H 1.316 7.328 2.709
H 1.322 4.887 2.392
H 0.296 3.053 1.591
H 0.139 4.152 -1.534
H -0.256 -1.095 -3.758
H -2.086 1.325 -5.973
H -1.879 3.771 -5.625
H -0.659 6.783 -4.088
H -1.998 5.846 -4.782
H -0.333 5.570 -5.351
H 1.810 0.788 1.620
H 1.885 1.445 4.016
H -0.241 1.953 5.162
H -2.297 1.958 3.874
H -4.491 1.768 1.110
H -3.928 2.724 2.498
H -3.928 0.937 2.588
S -2.244 -0.419 4.017
P 0.917 -1.544 4.629
S 1.058 -1.266 2.539
C 2.687 -2.016 5.053
C 3.805 -1.798 4.251
C 5.090 -2.046 4.727
C 5.284 -2.488 6.028
C 4.181 -2.692 6.847
C 2.903 -2.457 6.363
C 0.235 -3.258 4.473
C 0.953 -4.297 3.875
C 0.385 -5.555 3.734
C -0.908 -5.791 4.182
C -1.630 -4.764 4.775
C -1.060 -3.504 4.922
H 3.664 -1.447 3.236
H 5.943 -1.893 4.075
H 6.286 -2.661 6.404
H 4.319 -3.030 7.868
H 2.044 -2.625 7.008
H 1.958 -4.117 3.511
H 0.954 -6.349 3.265
H -1.354 -6.771 4.063
H -2.642 -4.938 5.119
H -1.629 -2.694 5.365
*
```

The strongest force on any atom comes out at 1.521 eV Å⁻¹. As for the expectation value of S²: 2.02. The energy relative to the best compared isomer or geometry (same formula, charge and spin) is 68.2 kcal/mol. For the HOMO energy (alpha / beta), the calculation gives -0.132 / -0.137 Eh. The total energy comes out at -4859.479403 Ha. The calculation puts the orbital gap (alpha / beta) at 5.73 / 5.88 eV.

ORCA calculation (wB97M-V/def2-TZVPD) on one molecule with the formula C2H2BrP in a non-equilibrium geometry.

Geometry as ORCA input:
```
! RIJCOSX wB97M-V def2-TZVPD def2/J DEFGRID3
* xyz 0 1
C -0.271 -0.138 -0.420
C 0.777 0.051 0.587
P 1.163 -1.422 -0.031
Br -2.412 0.338 0.000
H -0.483 0.338 -1.466
H 1.226 0.834 1.329
*
```

The strongest force on any atom comes out at 2.778 eV Å⁻¹. The energy relative to the best compared isomer or geometry (same formula, charge and spin) is 41.0 kcal/mol. For the HOMO energy, the calculation gives -0.340 Eh. The total energy comes out at -2992.651226 Ha. The calculation puts the orbital gap at 8.29 eV.

ORCA calculation (wB97M-V/def2-TZVPD) on a 11-piece molecular cluster, C39H71NO25 overall in a non-equilibrium geometry.

Geometry as ORCA input:
```
! RIJCOSX wB97M-V def2-TZVPD def2/J DEFGRID3
* xyz 0 1
C 0.434 -0.725 3.689
O 0.363 -1.973 3.746
N -0.678 -0.030 3.920
C -0.821 1.415 3.756
C -2.002 -0.683 4.066
H 1.381 -0.179 3.568
H -1.164 1.722 2.767
H 0.049 2.036 3.972
H -1.639 1.724 4.406
H -2.374 -0.582 5.086
H -2.773 -0.186 3.477
H -2.032 -1.766 3.950
C -3.239 4.076 1.685
C -3.393 4.709 3.077
O -2.744 5.943 2.768
C -1.767 5.763 1.909
O -0.790 6.544 1.752
O -2.014 4.654 1.248
H -4.101 4.307 1.060
H -3.101 3.019 1.917
H -2.936 4.269 3.963
H -4.408 5.048 3.284
C -4.750 -4.023 -0.948
C -3.950 -3.220 -1.964
O -2.691 -3.729 -1.909
C -2.623 -4.878 -1.227
O -1.651 -5.550 -0.966
O -3.848 -5.131 -0.741
H -5.603 -4.336 -1.551
H -4.895 -3.302 -0.144
H -3.893 -2.177 -1.655
H -4.486 -3.336 -2.906
C -4.340 -4.230 5.454
C -5.392 -4.894 4.643
O -5.180 -4.394 3.332
C -4.567 -3.202 3.447
O -4.236 -2.395 2.547
O -4.124 -3.068 4.706
H -3.411 -4.797 5.516
H -4.700 -4.143 6.480
H -6.347 -4.565 5.052
H -5.341 -5.981 4.706
C -4.984 1.059 1.078
C -6.115 0.266 1.744
O -6.464 -0.613 0.792
C -5.908 -0.326 -0.405
O -6.086 -0.979 -1.435
O -5.002 0.615 -0.225
H -4.015 0.807 1.509
H -5.255 2.110 1.185
H -6.919 0.932 2.061
H -5.732 -0.196 2.654
O 4.360 0.852 -2.752
C 4.291 1.804 -3.466
O 5.283 2.664 -3.831
C 6.603 2.286 -3.453
C 7.607 3.448 -3.776
C 3.034 2.348 -4.073
H 6.969 1.360 -3.894
H 6.721 2.204 -2.372
H 8.594 3.128 -3.441
H 7.437 4.432 -3.339
H 7.595 3.508 -4.864
H 2.938 3.431 -4.005
H 2.226 1.900 -3.494
H 2.885 2.172 -5.138
O 4.027 6.951 0.201
C 3.771 5.823 -0.204
O 3.180 4.888 0.390
C 2.492 5.155 1.561
C 1.790 3.842 2.027
C 4.334 5.331 -1.546
H 1.802 5.978 1.375
H 3.155 5.519 2.346
H 2.453 3.012 2.271
H 1.009 3.445 1.379
H 1.290 4.107 2.959
H 4.227 6.117 -2.294
H 3.908 4.411 -1.945
H 5.400 5.116 -1.482
O -0.215 1.248 -4.090
C -1.336 0.945 -3.657
O -2.328 1.737 -3.331
C -2.151 3.132 -3.132
C -2.731 3.877 -4.310
C -1.789 -0.504 -3.866
H -1.129 3.462 -2.950
H -2.627 3.501 -2.223
H -3.778 3.583 -4.247
H -2.317 3.619 -5.285
H -2.750 4.964 -4.228
H -1.311 -0.905 -4.760
H -2.869 -0.513 -4.011
H -1.472 -1.071 -2.990
O 3.040 -4.437 -3.554
C 2.399 -4.230 -2.532
O 1.969 -3.037 -2.095
C 2.504 -1.831 -2.736
C 1.964 -1.646 -4.146
C 2.204 -5.307 -1.521
H 3.586 -1.798 -2.858
H 2.132 -1.037 -2.088
H 0.957 -2.057 -4.223
H 2.625 -2.219 -4.797
H 1.844 -0.590 -4.389
H 2.484 -6.247 -1.995
H 1.181 -5.334 -1.146
H 2.884 -5.096 -0.695
O -1.879 1.224 0.392
C -1.234 0.189 0.280
O 0.039 0.006 -0.210
C 0.751 1.100 -0.661
C 2.137 1.039 -0.030
C -1.905 -1.172 0.529
H 0.226 2.054 -0.621
H 1.006 0.998 -1.716
H 2.069 1.178 1.049
H 2.787 1.780 -0.495
H 2.537 0.040 -0.200
H -2.942 -1.101 0.200
H -1.860 -1.305 1.610
H -1.454 -1.938 -0.102
O 4.817 -2.827 1.014
C 3.932 -3.386 1.681
O 4.083 -4.365 2.547
C 5.251 -5.041 2.751
C 5.236 -6.248 1.875
C 2.506 -2.996 1.539
H 5.340 -5.359 3.789
H 6.113 -4.407 2.539
H 4.246 -6.695 1.782
H 6.004 -6.997 2.064
H 5.486 -5.861 0.887
H 2.216 -3.660 0.725
H 2.453 -1.986 1.132
H 1.951 -3.134 2.467
*
```

The strongest force on any atom comes out at 5.483 eV Å⁻¹. For the HOMO energy, the calculation gives -0.349 Eh. The total energy comes out at -3464.367113 Ha. The calculation puts the orbital gap at 9.31 eV.

ORCA calculation (wB97M-V/def2-TZVPD) on a 2-piece molecular cluster, C4H8O2 overall in a non-equilibrium geometry.

Geometry as ORCA input:
```
! RIJCOSX wB97M-V def2-TZVPD def2/J DEFGRID3
* xyz 0 1
C -3.173 1.265 1.015
C -1.593 1.516 1.182
C -0.648 0.847 0.447
H -3.386 1.199 -0.056
H -3.326 0.344 1.682
H -3.736 2.075 1.523
H -1.285 2.286 1.838
H 0.401 1.223 0.377
H -0.860 0.013 -0.270
O 0.995 -1.972 -0.934
C 1.664 -1.113 -0.500
O 2.792 -0.566 -1.167
H 1.416 -0.518 0.538
H 2.986 -1.409 -1.691
*
```

The strongest force on any atom comes out at 4.569 eV Å⁻¹. The energy relative to the best compared isomer or geometry (same formula, charge and spin) is 56.2 kcal/mol. For the HOMO energy, the calculation gives -0.352 Eh. The total energy comes out at -307.622860 Ha. The calculation puts the orbital gap at 10.46 eV.

What did the second record say?
ORCA calculation (wB97M-V/def2-TZVPD) on one molecule with the formula C2H2BrP in a non-equilibrium geometry.

Geometry as ORCA input:
```
! RIJCOSX wB97M-V def2-TZVPD def2/J DEFGRID3
* xyz 0 1
C -0.271 -0.138 -0.420
C 0.777 0.051 0.587
P 1.163 -1.422 -0.031
Br -2.412 0.338 0.000
H -0.483 0.338 -1.466
H 1.226 0.834 1.329
*
```

The strongest force on any atom comes out at 2.778 eV Å⁻¹. The energy relative to the best compared isomer or geometry (same formula, charge and spin) is 41.0 kcal/mol. For the HOMO energy, the calculation gives -0.340 Eh. The total energy comes out at -2992.651226 Ha. The calculation puts the orbital gap at 8.29 eV.

> Which of these has the highest strongest force on any atom?

C39H71NO25

> Number 2 is which compound?

C2H2BrP